Record 1
{"formula": "C7H9N", "method": "the ωB97M-V functional and the def2-TZVPD basis", "symbols": ["N", "C", "C", "C", "C", "C", "C", "C", "H", "H", "H", "H", "H", "H", "H", "H", "H"], "xyz": [[-1.216, 1.506, -0.267], [-0.381, 1.018, -1.590], [-0.256, 0.645, 0.641], [0.020, -0.468, -1.225], [0.537, -1.586, 0.325], [0.825, -1.069, 1.549], [0.445, 0.261, 1.751], [-0.701, -0.642, 0.059], [-0.742, 2.282, -0.003], [1.554, -1.402, 2.290], [0.513, -2.690, -0.002], [1.218, 0.819, 2.595], [-0.911, 0.763, -2.644], [0.474, 1.589, -1.956], [0.605, 0.803, 0.161], [-1.864, -0.622, 0.320], [-0.120, -1.207, -2.004]], "homo_ev": -7.7, "de_lowest_kj_mol": 965.5, "fmax_ev_per_a": 8.2, "homo_lumo_gap_ev": 8.415}


Record 2
{"formula": "C5H37NO15", "method": "the ωB97M-V functional and the def2-TZVPD basis", "symbols": ["O", "O", "O", "O", "O", "O", "O", "O", "O", "O", "O", "O", "O", "O", "O", "N", "C", "C", "C", "C", "C", "H", "H", "H", "H", "H", "H", "H", "H", "H", "H", "H", "H", "H", "H", "H", "H", "H", "H", "H", "H", "H", "H", "H", "H", "H", "H", "H", "H", "H", "H", "H", "H", "H", "H", "H", "H", "H"], "xyz": [[-2.992, 2.549, -2.772], [-0.102, 0.353, 3.407], [0.182, 3.156, 0.309], [-1.174, -1.953, 2.520], [4.477, -1.048, -0.592], [-3.283, -0.499, 1.762], [2.259, -0.441, 2.375], [2.960, -0.349, -2.686], [-1.608, 1.590, 1.582], [0.371, -0.514, -3.402], [3.225, 1.086, 0.412], [2.126, 2.810, 2.130], [-4.487, -1.325, -0.499], [0.921, -2.294, 0.974], [1.408, 1.620, -1.517], [-1.347, -0.136, -1.069], [-1.592, -1.570, -0.809], [-2.160, 1.798, -2.306], [0.949, -1.858, -0.385], [-0.317, -2.401, -1.065], [-2.560, 0.579, -1.531], [0.974, 2.227, -0.885], [-0.160, -2.489, -2.134], [-0.472, -3.421, -0.709], [1.531, 0.071, 2.831], [-0.366, -0.461, -2.733], [-0.308, 0.600, 4.356], [2.583, 2.231, 1.551], [1.445, -1.680, 1.516], [-0.523, -0.476, 3.229], [-1.065, 2.188, 1.073], [-1.033, 0.333, -0.222], [-1.963, -1.746, 0.249], [-2.431, -2.015, -1.485], [-0.443, -2.049, 1.874], [3.829, 0.322, 0.186], [2.021, -0.553, -3.001], [-1.065, 2.015, -2.404], [2.631, 0.121, 1.740], [-2.619, -1.082, 2.053], [-0.079, 4.058, 0.200], [-3.238, 0.902, -0.703], [-5.373, -1.271, -0.322], [-4.006, -1.010, 0.283], [-0.994, 1.262, 2.229], [0.781, 0.894, -1.665], [-2.795, 0.362, 1.596], [4.202, -1.935, -0.217], [2.779, 3.313, 2.656], [0.823, 3.123, 1.026], [3.944, -0.920, -1.364], [0.996, -0.743, -0.413], [-1.247, -2.751, 2.939], [1.876, -2.253, -0.841], [0.057, -0.069, -4.148], [2.973, 0.599, -2.608], [2.669, 1.230, -0.346], [-3.190, -0.082, -2.225]], "homo_ev": -9.7, "de_lowest_kj_mol": 257.1, "fmax_ev_per_a": 3.7, "homo_lumo_gap_ev": 9.806}


Record 3
{"formula": "C32H29BN10O5PtS", "method": "the ωB97M-V functional and the def2-TZVPD basis", "symbols": ["Pt", "S", "O", "O", "O", "O", "O", "N", "N", "N", "N", "N", "N", "N", "N", "N", "N", "C", "C", "C", "C", "C", "C", "C", "C", "C", "C", "C", "C", "C", "C", "C", "C", "C", "C", "C", "C", "C", "C", "C", "C", "C", "C", "C", "C", "C", "C", "C", "C", "B", "H", "H", "H", "H", "H", "H", "H", "H", "H", "H", "H", "H", "H", "H", "H", "H", "H", "H", "H", "H", "H", "H", "H", "H", "H", "H", "H", "H", "H"], "xyz": [[-0.409, -0.457, 0.148], [-0.597, 1.633, 2.479], [-0.874, 1.329, 3.829], [0.743, -4.032, 7.395], [-1.458, 1.080, 1.432], [0.257, -5.552, 5.837], [2.108, 1.379, 1.521], [-0.875, -2.642, -4.108], [-1.672, -0.606, -2.777], [-1.818, -0.084, -1.516], [0.860, 1.374, -0.461], [0.535, -1.834, -2.259], [-1.194, -2.056, -5.320], [-1.809, -2.807, -0.439], [-1.760, -2.963, -1.878], [0.944, -1.391, -1.068], [0.767, -0.550, 1.961], [0.548, -4.435, 6.116], [-2.366, 0.111, -3.668], [0.142, -3.654, 3.783], [-2.663, 0.964, -1.649], [-3.018, 1.119, -2.959], [-0.075, -3.983, -5.710], [1.627, -1.859, -3.036], [-2.815, -3.602, -0.032], [0.859, -1.464, 2.968], [2.589, 3.239, -1.585], [2.326, -1.210, -1.045], [1.402, -2.148, 5.237], [-3.327, -4.370, -1.132], [0.333, 7.371, 1.048], [-0.767, 5.174, 0.640], [0.625, 1.917, -1.673], [0.535, 5.444, 2.675], [0.667, -3.371, 5.053], [0.278, 4.166, 3.032], [-0.930, 3.826, 0.943], [1.886, 1.811, 0.233], [-0.222, -3.854, -4.325], [0.263, -2.757, 2.748], [2.784, -1.449, -2.296], [0.006, 5.982, 1.493], [1.106, 0.865, 2.335], [-0.422, 3.368, 2.149], [1.442, 2.893, -2.228], [-2.590, -3.892, -2.257], [1.440, -1.229, 4.252], [-0.708, -2.795, -6.204], [2.835, 2.663, -0.360], [-1.000, -1.934, -2.780], [-0.771, -2.507, -7.244], [0.064, -4.549, -3.533], [0.630, 7.936, 1.923], [0.738, -3.073, 7.479], [-2.970, -3.604, 1.024], [-2.328, -0.070, -4.726], [3.739, 2.882, 0.225], [0.305, -4.800, -6.257], [-1.238, 5.654, -0.254], [-0.002, -2.989, 1.715], [-4.026, -5.246, -1.145], [0.693, 3.780, 3.932], [3.327, 3.931, -1.971], [-0.226, 1.574, -2.241], [-3.662, 1.892, -3.356], [-1.454, 3.215, 0.260], [2.815, -0.957, -0.139], [-0.536, 7.873, 0.550], [1.280, 3.180, -3.272], [1.889, -0.312, 4.545], [-0.336, -4.623, 3.726], [-2.924, 1.566, -0.810], [1.142, 7.349, 0.272], [-2.753, -4.209, -3.275], [1.954, -1.996, 6.163], [1.578, 0.977, 3.312], [3.814, -1.523, -2.615], [1.501, -2.133, -4.065], [1.215, 6.054, 3.235]], "homo_ev": [-16.2, -16.4], "de_lowest_kj_mol": 114.0, "fmax_ev_per_a": 4.4, "spin_multiplicity": 6, "charge": 3, "homo_lumo_gap_ev": [8.095, 3.954]}


Record 4
{"formula": "C15H13MgN4O4", "method": "the ωB97M-V functional and the def2-TZVPD basis", "symbols": ["Mg", "O", "O", "O", "O", "N", "N", "N", "N", "C", "C", "C", "C", "C", "C", "C", "C", "C", "C", "C", "C", "C", "C", "C", "H", "H", "H", "H", "H", "H", "H", "H", "H", "H", "H", "H", "H"], "xyz": [[-1.366, -0.111, -0.757], [-1.176, -1.507, -1.976], [-3.241, -0.137, -0.455], [-4.880, -1.032, 0.820], [-1.001, 1.729, -0.189], [-1.395, -1.178, 1.126], [0.698, -0.083, -0.738], [-2.743, -1.140, 1.544], [1.156, 0.932, 0.070], [1.033, 4.736, 3.281], [-0.522, 3.262, 2.190], [-0.245, 4.207, 3.166], [0.483, 2.820, 1.336], [1.546, -0.865, -1.290], [1.764, 3.354, 1.453], [0.168, 1.771, 0.320], [2.150, -2.880, -2.547], [-0.503, -3.509, -3.021], [2.034, 4.311, 2.418], [1.157, -2.017, -2.072], [-3.716, -0.747, 0.550], [-0.225, -2.298, -2.336], [1.844, -4.035, -3.235], [0.499, -4.348, -3.453], [-1.543, -3.751, -3.202], [-1.520, 2.857, 2.073], [-1.071, -2.113, 0.898], [-1.028, 4.538, 3.837], [3.031, 4.730, 2.499], [2.614, -0.684, -1.135], [-3.056, -1.925, 2.090], [0.240, -5.266, -3.970], [2.539, 3.003, 0.785], [-0.788, -0.782, 1.832], [2.625, -4.694, -3.593], [1.251, 5.475, 4.042], [3.190, -2.624, -2.363]], "homo_ev": -4.6, "de_lowest_kj_mol": 22.0, "fmax_ev_per_a": 1.3, "charge": -1, "homo_lumo_gap_ev": 7.563}


Repeat the first record exactly.
{"formula": "C7H9N", "method": "the ωB97M-V functional and the def2-TZVPD basis", "symbols": ["N", "C", "C", "C", "C", "C", "C", "C", "H", "H", "H", "H", "H", "H", "H", "H", "H"], "xyz": [[-1.216, 1.506, -0.267], [-0.381, 1.018, -1.590], [-0.256, 0.645, 0.641], [0.020, -0.468, -1.225], [0.537, -1.586, 0.325], [0.825, -1.069, 1.549], [0.445, 0.261, 1.751], [-0.701, -0.642, 0.059], [-0.742, 2.282, -0.003], [1.554, -1.402, 2.290], [0.513, -2.690, -0.002], [1.218, 0.819, 2.595], [-0.911, 0.763, -2.644], [0.474, 1.589, -1.956], [0.605, 0.803, 0.161], [-1.864, -0.622, 0.320], [-0.120, -1.207, -2.004]], "homo_ev": -7.7, "de_lowest_kj_mol": 965.5, "fmax_ev_per_a": 8.2, "homo_lumo_gap_ev": 8.415}